The following is a DFT calculation (ωB97M-V/def2-TZVPD) of a 4-piece molecular cluster, C4H17NO3 overall at a distorted geometry.

Cartesian coordinates (Å):
C1 -0.539 -0.848 1.980
C2 -1.379 -1.313 0.857
N1 -0.763 -0.790 -0.527
C3 0.208 -1.742 -1.265
C4 -0.520 -2.279 -2.504
H1 -1.137 -0.179 2.687
H2 0.384 -0.267 1.645
H3 -0.074 -1.762 2.588
H4 -1.478 -2.494 0.805
H5 -2.380 -1.008 0.831
H6 -1.462 -0.502 -1.271
H7 1.224 -1.205 -1.498
H8 0.666 -2.556 -0.701
H9 -1.578 -2.577 -2.502
H10 -0.519 -1.477 -3.357
H11 -0.146 -3.229 -2.895
O1 2.230 1.908 2.360
H12 2.922 1.341 2.392
H13 2.108 2.271 1.454
O2 0.658 1.719 0.082
H14 0.552 0.743 0.215
H15 -0.166 2.050 -0.363
O3 0.549 5.003 -0.655
H16 -0.359 4.804 -0.285
H17 0.999 4.388 -0.072

Calculated values
**Relative energy (zero: lowest compared OMol25 entry of this formula, charge and spin)**: 2.5905 eV